{
  "formula": "C10H17O",
  "method": "wB97M-V/def2-TZVPD",
  "spin_multiplicity": 2,
  "s2": 0.754,
  "max_force_ev_per_a": 1.70,
  "orbital_gap_ev": [9.43, 6.78],
  "elements": ["C", "C", "C", "C", "C", "C", "C", "C", "C", "C", "H", "H", "H", "H", "H", "H", "H", "H", "H", "H", "H", "H", "H", "H", "H", "H", "O", "H"],
  "xyz": [[0.02, 0.16, -0.76], [1.51, 0.28, -0.58], [2.33, -1.07, -0.39], [1.47, -2.05, 0.39], [1.00, -1.43, 1.75], [1.18, 0.07, 1.86], [0.60, 0.83, 2.80], [2.12, 0.67, 0.85], [3.28, -0.33, 0.56], [2.13, 1.11, -1.69], [-0.47, 1.15, -0.72], [-0.20, -0.25, -1.76], [-0.51, -0.45, -0.03], [2.75, -1.41, -1.33], [0.63, -2.34, -0.23], [2.03, -2.97, 0.59], [-0.05, -1.68, 1.95], [1.59, -1.91, 2.57], [0.70, 1.92, 2.80], [-0.04, 0.36, 3.54], [2.37, 1.73, 0.97], [3.67, -0.90, 1.41], [4.10, 0.16, 0.04], [3.23, 1.14, -1.62], [1.85, 0.66, -2.66], [1.75, 2.14, -1.68], [-1.86, 1.15, 1.26], [-2.71, 1.68, 1.43]]
}

{
  "formula": "C10H17O4",
  "method": "wB97M-V/def2-TZVPD",
  "spin_multiplicity": 2,
  "s2": 1.765,
  "max_force_ev_per_a": 6.11,
  "orbital_gap_ev": [7.25, 8.32],
  "elements": ["C", "C", "C", "C", "C", "C", "C", "C", "C", "C", "O", "O", "O", "O", "H", "H", "H", "H", "H", "H", "H", "H", "H", "H", "H", "H", "H", "H", "H", "H", "H"],
  "xyz": [[4.17, 0.28, 0.96], [2.72, 0.26, 0.60], [1.97, 1.38, 0.61], [0.50, 1.42, 0.29], [0.02, 0.18, -0.47], [0.61, -1.08, 0.11], [2.15, -1.07, 0.21], [-1.60, 0.07, -0.42], [-1.89, -1.09, -1.44], [-2.14, 1.41, -1.08], [-3.49, 1.42, -0.82], [-2.02, -0.06, 0.75], [-5.46, -2.88, 2.71], [-4.25, -2.78, 2.97], [4.63, -0.70, 0.79], [4.74, 1.00, 0.36], [4.34, 0.54, 2.01], [2.43, 2.35, 0.85], [-0.10, 1.53, 1.21], [0.32, 2.32, -0.32], [0.33, 0.32, -1.52], [0.18, -1.22, 1.11], [0.30, -1.94, -0.49], [2.56, -1.40, -0.76], [2.45, -1.84, 0.93], [-1.31, -0.93, -2.36], [-1.63, -2.05, -0.98], [-2.96, -1.11, -1.66], [-1.71, 2.26, -0.54], [-1.95, 1.38, -2.16], [-3.90, 2.02, -1.46]]
}

{
  "formula": "C10H18B2F4N4O4RuTe",
  "method": "wB97M-V/def2-TZVPD",
  "charge": 3,
  "spin_multiplicity": 6,
  "s2": 8.842,
  "max_force_ev_per_a": 0.26,
  "orbital_gap_ev": [7.51, 6.65],
  "elements": ["Ru", "C", "C", "N", "O", "B", "F", "F", "O", "N", "C", "C", "C", "N", "O", "B", "F", "F", "O", "N", "C", "C", "C", "H", "H", "H", "H", "H", "H", "H", "H", "H", "H", "H", "H", "C", "Te", "C", "H", "H", "H", "H", "H", "H"],
  "xyz": [[0.28, 0.47, -0.84], [4.10, -0.84, -2.58], [2.69, -0.65, -2.19], [2.31, 0.16, -1.19], [3.15, 0.82, -0.51], [2.41, 1.69, 0.75], [3.39, 2.06, 1.53], [1.51, 0.71, 1.22], [1.68, 2.81, 0.13], [0.54, 2.40, -0.45], [-0.34, 3.24, -0.90], [-0.25, 4.70, -0.78], [-1.50, 2.55, -1.59], [-1.37, 1.26, -1.59], [-2.26, 0.47, -2.21], [-2.04, -0.96, -1.91], [-1.55, -1.10, -0.60], [-3.01, -1.74, -2.31], [-0.69, -1.45, -2.80], [0.39, -0.98, -2.33], [1.58, -1.30, -2.84], [1.74, -2.23, -3.98], [-2.63, 3.25, -2.22], [4.77, -0.26, -1.95], [4.23, -0.54, -3.63], [4.36, -1.90, -2.52], [0.63, 5.00, -0.21], [-1.15, 5.09, -0.29], [-0.20, 5.15, -1.77], [0.79, -2.67, -4.27], [2.45, -3.02, -3.72], [2.17, -1.70, -4.83], [-2.57, 4.32, -2.10], [-3.57, 2.87, -1.80], [-2.66, 3.00, -3.29], [-1.19, -2.48, 7.54], [-1.76, -2.78, 5.54], [-3.12, -4.35, 5.92], [-0.78, -3.41, 7.92], [-2.08, -2.21, 8.11], [-0.45, -1.68, 7.58], [-3.88, -3.97, 6.60], [-2.56, -5.16, 6.39], [-3.55, -4.67, 4.98]]
}

{
  "formula": "C10H18BNO",
  "method": "wB97M-V/def2-TZVPD",
  "max_force_ev_per_a": 6.38,
  "orbital_gap_ev": 6.85,
  "elements": ["B", "C", "C", "C", "C", "C", "C", "C", "C", "C", "C", "N", "O", "H", "H", "H", "H", "H", "H", "H", "H", "H", "H", "H", "H", "H", "H", "H", "H", "H", "H"],
  "xyz": [[0.18, 0.18, -0.08], [-0.48, -2.55, -0.27], [-1.53, -1.61, -0.14], [0.82, -2.15, -0.12], [-1.22, -0.24, -0.10], [-3.23, 0.63, -1.27], [-3.29, 0.55, 1.24], [3.20, 0.51, 1.46], [3.46, 0.64, -1.00], [-2.35, 0.67, 0.02], [3.30, -0.16, 0.14], [1.14, -0.93, -0.02], [0.67, 1.48, 0.12], [-0.65, -3.54, -0.36], [-2.57, -1.93, -0.22], [1.68, -2.87, -0.13], [-3.86, 1.49, -1.26], [-3.98, -0.24, -1.26], [-2.44, 0.75, -2.01], [-2.72, 0.39, 2.10], [-3.99, -0.32, 0.81], [-3.95, 1.50, 1.30], [2.79, 1.44, 1.20], [2.38, 0.06, 2.20], [4.20, 0.63, 1.90], [2.66, 1.49, -1.03], [3.42, 0.02, -1.95], [4.35, 1.34, -1.06], [-2.04, 1.73, 0.05], [3.88, -1.14, 0.09], [0.16, 2.18, -0.36]]
}

{
  "formula": "C10H18Cl6Mg2O4",
  "method": "wB97M-V/def2-TZVPD",
  "charge": 2,
  "max_force_ev_per_a": 2.71,
  "orbital_gap_ev": 1.48,
  "elements": ["Mg", "Mg", "C", "C", "O", "O", "H", "H", "H", "C", "C", "O", "O", "H", "H", "H", "Cl", "C", "C", "Cl", "H", "H", "H", "H", "Cl", "C", "C", "Cl", "H", "H", "H", "H", "Cl", "C", "C", "Cl", "H", "H", "H", "H"],
  "xyz": [[-2.96, -0.54, 4.56], [2.21, -2.79, 4.96], [0.16, -1.57, -0.81], [0.03, -1.58, 0.73], [-1.00, -1.21, 1.35], [0.98, -1.98, 1.46], [0.30, -2.60, -1.14], [0.87, -0.84, -1.18], [-0.79, -1.26, -1.24], [0.13, 0.49, 8.92], [0.65, -0.34, 7.80], [1.87, -0.67, 7.70], [-0.14, -0.79, 6.92], [-0.95, 0.63, 8.88], [0.54, 1.50, 8.91], [0.39, 0.06, 9.89], [-3.20, -3.97, -8.42], [-1.71, -4.60, -7.66], [-1.82, -4.53, -6.12], [-3.00, -5.71, -5.59], [-0.83, -4.11, -8.10], [-1.46, -5.63, -7.88], [-2.08, -3.53, -5.76], [-0.88, -4.90, -5.72], [5.81, 2.09, -2.51], [4.89, 2.89, -1.15], [5.72, 3.35, -0.01], [6.36, 1.98, 0.87], [4.04, 2.26, -0.87], [4.46, 3.76, -1.64], [5.14, 3.79, 0.79], [6.50, 4.06, -0.28], [-1.60, 3.56, -0.80], [-3.33, 3.54, -0.30], [-4.33, 3.00, -1.41], [-4.48, 3.98, -2.92], [-3.69, 4.51, 0.05], [-3.44, 2.84, 0.53], [-5.34, 2.86, -1.04], [-4.03, 2.01, -1.75]]
}

{
  "formula": "C10H18Cl6O2",
  "method": "wB97M-V/def2-TZVPD",
  "charge": 1,
  "spin_multiplicity": 2,
  "s2": 0.754,
  "max_force_ev_per_a": 3.24,
  "orbital_gap_ev": [9.54, 1.69],
  "elements": ["O", "C", "O", "C", "C", "C", "H", "H", "H", "H", "H", "H", "Cl", "C", "C", "Cl", "H", "H", "H", "H", "Cl", "C", "C", "Cl", "H", "H", "H", "H", "Cl", "C", "C", "Cl", "H", "H", "H", "H"],
  "xyz": [[-3.36, -0.95, -1.16], [-2.42, -0.26, -0.82], [-1.36, 0.01, -1.63], [-0.49, 1.04, -1.20], [-0.74, 0.95, 0.31], [-2.20, 0.48, 0.54], [-0.90, 1.79, -1.87], [0.53, 0.77, -1.48], [-0.54, 1.89, 0.81], [-0.09, 0.25, 0.84], [-2.89, 1.33, 0.50], [-2.48, -0.06, 1.44], [0.71, -1.02, -4.93], [-0.86, -1.78, -4.47], [-1.28, -2.65, -5.62], [-2.15, -1.73, -6.81], [-1.67, -1.11, -4.17], [-0.65, -2.45, -3.64], [-2.06, -3.34, -5.30], [-0.39, -3.05, -6.09], [-2.22, -1.92, 4.14], [-0.66, -1.20, 3.71], [0.44, -1.50, 4.63], [0.65, -3.26, 5.00], [-0.87, -0.14, 3.55], [-0.39, -1.50, 2.70], [0.30, -0.92, 5.54], [1.30, -1.07, 4.11], [3.47, 2.79, -0.68], [4.02, 2.85, 1.02], [2.80, 2.71, 2.03], [2.29, 0.98, 2.09], [4.52, 3.80, 1.21], [4.71, 2.01, 1.13], [1.98, 3.22, 1.53], [2.92, 3.05, 3.06]]
}

{
  "formula": "C10H18ClIN2O2PPm",
  "method": "wB97M-V/def2-TZVPD",
  "charge": 2,
  "spin_multiplicity": 5,
  "s2": 6.008,
  "max_force_ev_per_a": 5.42,
  "orbital_gap_ev": [8.10, 8.15],
  "elements": ["C", "C", "H", "H", "H", "O", "I", "Pm", "P", "C", "C", "H", "H", "H", "C", "H", "H", "H", "H", "H", "H", "C", "O", "Cl", "C", "N", "C", "C", "N", "C", "H", "H", "H", "H", "H", "H"],
  "xyz": [[-3.73, 5.28, -3.16], [-2.52, 5.02, -2.35], [-3.84, 6.36, -3.37], [-4.61, 4.92, -2.62], [-3.65, 4.73, -4.11], [-1.69, 5.69, -1.84], [-2.09, 2.47, -1.94], [-0.59, 0.04, -0.90], [-1.39, 0.30, 1.84], [-0.64, 0.61, 3.46], [-2.60, 1.68, 1.71], [-2.96, -1.50, 1.29], [-3.13, -0.96, 3.00], [-1.77, -2.02, 2.51], [-2.42, -1.18, 2.20], [-3.15, 1.62, 0.77], [-3.30, 1.64, 2.56], [-1.39, 0.68, 4.27], [-0.07, 1.55, 3.42], [-2.05, 2.63, 1.73], [0.06, -0.21, 3.69], [1.26, 0.59, 1.01], [2.12, 0.54, 1.78], [-2.42, -1.53, -1.78], [1.95, -5.02, -1.54], [1.37, -3.95, -0.74], [1.16, -4.00, 0.64], [0.62, -2.80, 0.99], [0.54, -1.99, -0.15], [0.99, -2.74, -1.17], [2.93, -5.29, -1.13], [1.30, -5.91, -1.54], [2.07, -4.67, -2.56], [1.40, -4.86, 1.23], [0.26, -2.44, 1.94], [1.02, -2.45, -2.22]]
}

{
  "formula": "C10H18ClNP",
  "method": "wB97M-V/def2-TZVPD",
  "charge": 1,
  "max_force_ev_per_a": 7.71,
  "orbital_gap_ev": 6.46,
  "elements": ["C", "C", "C", "C", "C", "C", "C", "C", "C", "C", "N", "P", "Cl", "H", "H", "H", "H", "H", "H", "H", "H", "H", "H", "H", "H", "H", "H", "H", "H", "H", "H"],
  "xyz": [[0.21, -1.65, -2.51], [-0.82, -1.83, -3.59], [0.77, -0.38, -2.84], [-0.74, -0.75, -4.53], [0.24, 0.09, -3.98], [-1.12, 3.13, 0.50], [-0.98, 1.50, 3.05], [1.23, 0.72, 2.24], [-0.07, -3.88, -0.02], [0.08, 2.44, 1.02], [0.09, 1.63, 2.03], [0.50, -2.02, -0.26], [-1.06, -1.12, 0.62], [0.94, -2.42, -2.44], [-1.50, -2.71, -3.61], [1.54, 0.00, -2.24], [0.38, 1.08, -4.33], [-1.65, 2.51, -0.27], [-0.80, 4.00, -0.01], [-1.88, 3.37, 1.29], [-1.91, 0.79, 2.60], [-0.62, 1.03, 3.93], [-1.37, 2.54, 3.24], [1.01, -0.25, 1.99], [1.97, 0.96, 1.55], [1.70, 0.78, 3.19], [-1.12, -3.92, -0.06], [0.21, -4.15, 1.04], [0.61, -4.37, -0.74], [0.97, 2.51, 0.28], [-1.04, -0.63, -5.48]]
}